Entry from OMol25: a cluster of 7 separate species, C36H70BrF4NO8PS in total (ωB97M-V with the def2-TZVPD basis set).

The value obtained for the gap between HOMO and LUMO is 6.717 eV. For the total energy, the calculation gives -5782.91281 a.u. Its charge is +1. The HOMO energy comes out at -11.140 eV. As for the energy above the lowest of the compared OMol25 structures with the same formula, charge and spin: 0.0 kJ/mol. The largest force on an atom is 2.65 eV/A.

```
122
Properties=species:S:1:pos:R:3:forces:R:3
C -1.710 -1.256 -0.240 -0.2 -0.6 -0.4
C -1.194 -2.483 -0.406 0.2 0.2 0.1
C 0.295 -2.778 -0.572 -0.5 -0.8 -1.3
C 0.985 -2.002 -1.668 -0.1 -0.6 -0.2
C 0.882 -2.374 -3.008 -0.2 0.7 0.2
C 0.022 -3.577 -3.386 0.1 -2.1 0.2
O 0.401 -4.671 -3.038 -0.1 1.4 -0.4
O -1.100 -3.445 -4.138 0.4 0.3 1.1
C -2.090 -2.566 -3.566 -0.9 1.4 -1.1
C -2.684 -1.633 -4.658 0.0 -0.1 0.8
C -2.985 -0.252 -4.033 -0.1 0.5 -0.6
C -1.678 0.551 -3.731 -0.8 -0.5 0.1
C -3.973 -0.316 -2.839 0.0 0.0 -0.1
C 1.594 -1.625 -3.963 -1.2 -0.4 -1.0
P 1.448 -2.238 -5.713 0.9 -1.2 -1.4
S 2.922 -3.391 -6.226 0.0 0.3 0.3
C 2.352 -0.537 -3.603 -0.4 0.1 -0.4
C 3.124 0.323 -4.602 1.9 0.4 -0.6
F 2.871 1.638 -4.451 -0.4 -0.1 0.4
F 2.872 0.068 -5.902 -0.4 -0.5 0.5
C 4.675 0.046 -4.406 -0.5 -0.2 1.7
F 5.341 1.222 -4.413 0.1 -0.1 -0.6
F 5.123 -0.806 -5.323 0.0 0.4 -0.4
N 2.426 -0.224 -2.291 0.3 0.7 0.4
Br 3.485 1.199 -1.634 0.1 0.1 -0.3
C 1.770 -0.904 -1.348 -1.4 -1.5 1.7
C 1.891 -0.489 0.086 0.1 0.5 -0.1
C 1.105 0.490 0.605 -0.2 -0.3 -0.1
H -1.438 -0.435 -0.910 0.8 0.4 1.1
H -2.447 -1.116 0.548 -0.9 0.1 -1.1
H -1.860 -3.350 -0.381 0.4 0.0 1.4
H 0.776 -2.658 0.403 -0.1 0.3 -0.2
H 0.399 -3.843 -0.815 0.1 0.2 0.0
H -1.675 -1.909 -2.798 0.2 -0.5 0.0
H -2.925 -3.125 -3.134 0.6 -0.4 0.1
H -3.610 -2.079 -5.036 0.2 0.1 -0.1
H -1.979 -1.532 -5.492 -0.1 0.0 0.2
H -3.493 0.320 -4.822 0.1 -0.1 0.2
H -1.483 1.251 -4.544 0.3 -0.3 0.0
H -1.819 1.133 -2.813 0.3 -0.1 -0.1
H -0.850 -0.161 -3.607 0.1 0.4 0.0
H -4.059 -1.303 -2.372 0.1 0.1 0.0
H -3.672 0.396 -2.063 -0.1 -0.1 -0.1
H -4.981 -0.034 -3.161 0.2 -0.1 0.1
H 0.261 -2.997 -5.772 0.0 0.7 0.3
H 1.247 -1.167 -6.610 -0.4 0.0 0.6
H 4.849 -0.398 -3.419 0.1 0.0 -0.2
H 2.617 -1.014 0.716 1.1 1.1 -0.7
H 1.529 1.367 1.098 -0.1 -1.0 1.5
H 0.014 0.387 0.579 0.2 1.0 -1.4
C -1.034 2.131 -9.165 -0.2 0.1 0.0
C -0.406 2.071 -7.782 0.1 -0.4 -0.6
C 1.033 1.586 -7.843 0.0 0.1 0.1
O -1.171 1.195 -6.947 0.0 0.1 0.3
H -1.051 1.139 -9.625 0.1 0.0 0.0
H -2.068 2.472 -9.101 0.0 0.1 0.0
H -0.483 2.808 -9.820 0.0 0.0 0.0
H -0.439 3.059 -7.322 -0.1 -0.1 0.2
H 1.083 0.574 -8.261 0.0 0.1 -0.1
H 1.463 1.543 -6.847 0.0 0.2 0.0
H 1.647 2.245 -8.459 0.0 -0.1 0.0
H -1.150 0.319 -7.348 -0.1 0.1 -0.1
C -3.162 0.443 4.286 0.0 -0.1 -0.1
C -1.837 0.332 3.552 -0.4 0.6 0.2
C -0.930 1.511 3.858 0.2 0.0 -0.2
O -2.068 0.267 2.136 0.3 -0.2 -0.1
H -3.701 1.345 3.981 0.1 0.1 0.1
H -3.805 -0.405 4.048 0.0 0.0 0.1
H -3.014 0.474 5.364 -0.1 0.0 0.0
H -1.338 -0.597 3.835 0.0 -0.1 -0.2
H -1.394 2.450 3.538 -0.1 0.0 0.1
H 0.014 1.420 3.319 0.0 -0.1 0.1
H -0.715 1.576 4.925 0.0 0.0 0.0
H -2.508 1.083 1.872 -0.1 0.0 0.1
C 8.148 0.193 -0.405 -0.2 0.1 0.1
C 7.594 -0.877 -1.332 0.6 0.3 -0.2
C 8.694 -1.515 -2.163 -0.1 -0.2 -0.1
O 6.609 -0.299 -2.200 -0.3 -0.1 0.2
H 8.621 0.994 -0.980 0.1 -0.1 0.0
H 7.346 0.649 0.178 0.0 -0.1 0.0
H 8.885 -0.223 0.281 0.0 0.0 0.0
H 7.086 -1.643 -0.744 -0.2 0.0 -0.1
H 9.185 -0.769 -2.793 0.0 0.1 0.1
H 8.281 -2.274 -2.828 0.0 0.0 0.1
H 9.448 -1.982 -1.527 0.0 0.0 0.0
H 7.045 0.382 -2.728 0.1 0.0 0.0
C -6.931 4.627 5.572 0.2 0.1 0.1
C -6.277 3.672 4.586 -0.7 -0.1 0.1
C -7.074 3.583 3.293 0.2 0.0 -0.2
O -6.164 2.376 5.173 0.4 0.0 -0.1
H -7.934 4.280 5.837 0.0 0.0 -0.1
H -6.355 4.676 6.497 0.0 0.0 0.0
H -7.011 5.633 5.157 0.0 0.0 0.0
H -5.261 4.009 4.369 0.1 -0.2 0.1
H -8.080 3.202 3.486 0.0 0.1 0.1
H -6.598 2.889 2.598 0.0 0.0 0.0
H -7.157 4.558 2.811 0.0 0.0 0.0
H -7.053 2.063 5.372 0.0 0.0 0.0
C -3.344 -3.561 7.907 -0.1 -0.1 -0.1
C -2.921 -2.475 6.931 0.2 0.1 0.7
C -1.489 -2.027 7.190 0.1 0.1 -0.2
O -3.801 -1.357 7.043 -0.1 0.0 -0.3
H -3.305 -3.192 8.936 0.1 0.0 0.0
H -4.373 -3.867 7.716 0.0 0.0 -0.1
H -2.699 -4.438 7.828 0.0 0.0 0.0
H -3.010 -2.845 5.909 -0.1 0.1 0.0
H -1.391 -1.609 8.196 0.0 -0.1 0.0
H -1.200 -1.241 6.488 0.0 0.0 0.0
H -0.789 -2.858 7.090 0.0 0.0 0.0
H -3.736 -1.016 7.941 0.0 0.0 0.0
C 2.564 0.778 6.726 -0.1 -0.2 0.0
C 3.316 0.925 5.412 0.0 0.6 0.4
C 4.571 1.767 5.585 0.1 -0.1 -0.2
O 2.463 1.527 4.435 0.0 -0.3 -0.3
H 2.245 1.755 7.099 0.1 0.0 0.0
H 1.662 0.179 6.586 0.0 0.0 0.0
H 3.184 0.302 7.486 0.0 0.0 0.0
H 3.586 -0.061 5.032 -0.1 0.0 -0.2
H 4.316 2.775 5.923 0.0 -0.1 0.1
H 5.096 1.871 4.635 0.0 -0.1 0.0
H 5.251 1.319 6.312 0.0 0.0 0.0
H 2.215 2.401 4.756 0.0 0.0 0.0
```
Positions in Å, forces in eV/Å.



Entry from OMol25: a cluster of 12 separate species, C36H72F3N9O18 in total (ωB97M-V with the def2-TZVPD basis set).

The value obtained for the gap between HOMO and LUMO is 9.426 eV. For the total energy, the calculation gives -3561.65865 a.u. The HOMO energy comes out at -8.955 eV. The largest force on an atom is 4.24 eV/A.

```
138
Properties=species:S:1:pos:R:3:forces:R:3
O -3.455 3.582 0.004 0.5 0.8 0.0
C -3.949 2.598 0.430 -0.1 0.2 -1.0
O -3.329 1.722 1.243 -0.9 0.2 -0.4
C -4.212 0.629 1.383 -0.6 -1.7 -0.6
C -5.544 1.079 0.787 0.1 0.2 0.1
F -6.398 1.480 1.779 -0.2 0.2 0.5
O -5.202 2.200 0.033 0.8 0.1 0.8
H -3.856 -0.262 0.815 -0.1 0.8 0.5
H -4.356 0.406 2.424 0.1 -0.2 0.5
H -6.094 0.384 0.182 0.1 -0.5 -0.3
O 3.082 -1.991 -6.529 -0.1 -1.8 1.0
C 3.124 -2.773 -5.603 0.4 2.3 -0.1
O 2.671 -4.023 -5.525 -0.3 0.5 -1.0
C 2.772 -4.541 -4.208 0.2 -0.6 -0.3
C 3.482 -3.464 -3.411 0.9 2.4 -2.0
F 4.768 -3.810 -3.147 0.1 -0.8 0.6
O 3.645 -2.385 -4.395 -0.9 -1.2 0.2
H 1.766 -4.895 -3.952 0.5 0.3 0.6
H 3.503 -5.339 -4.294 -0.3 -0.5 0.3
H 3.080 -2.942 -2.574 -0.7 -0.4 0.9
O 3.993 -1.763 2.358 0.2 -1.0 -1.7
C 3.928 -0.990 3.230 -0.6 0.4 3.0
O 3.223 -1.252 4.393 0.3 -0.4 -0.2
C 3.303 -0.162 5.304 -3.9 1.2 -1.3
C 4.175 0.812 4.602 2.9 -3.0 -0.3
F 5.325 0.876 5.336 0.7 0.8 0.2
O 4.581 0.165 3.361 -0.7 0.9 0.6
H 2.264 0.314 5.352 1.1 -0.8 -0.1
H 3.554 -0.388 6.324 0.8 -0.5 0.1
H 3.842 1.749 4.363 -0.9 2.4 -0.4
C 7.044 -0.502 1.179 0.6 1.1 -0.6
N 6.137 0.150 0.209 -0.1 -2.5 -1.8
C 5.823 -0.555 -1.098 0.5 -0.4 1.4
C 5.436 1.246 0.406 0.1 0.8 2.8
O 4.576 1.737 -0.264 -1.2 0.5 -2.0
H 7.914 0.138 1.345 0.0 0.3 0.1
H 7.487 -1.355 0.682 -0.3 -0.4 0.1
H 6.667 -0.747 2.175 -0.6 -0.1 -0.5
H 4.804 -0.281 -1.437 1.0 0.3 -0.1
H 6.677 -0.366 -1.775 -0.9 0.0 -0.1
H 5.775 -1.639 -0.908 0.2 0.3 0.1
H 5.623 1.710 1.372 0.6 0.1 0.6
C 1.540 -4.066 2.419 0.0 -1.6 0.8
N 1.071 -3.954 1.064 0.5 0.0 -0.7
C 1.892 -3.165 0.147 -1.1 0.3 1.8
C 0.069 -4.700 0.597 0.8 -1.4 3.7
O -0.457 -4.696 -0.450 -1.4 0.6 -3.9
H 1.686 -3.086 2.844 -0.1 0.4 0.3
H 2.536 -4.573 2.474 -0.7 0.3 -0.1
H 0.793 -4.663 3.040 1.0 0.8 -0.8
H 1.262 -2.809 -0.637 -0.1 -0.1 -1.0
H 2.108 -2.331 0.772 0.8 1.1 0.0
H 2.815 -3.651 -0.094 0.4 -0.4 -0.5
H -0.247 -5.451 1.345 -0.2 0.1 0.5
C 2.724 1.388 -5.216 -0.6 -0.2 -1.0
N 1.383 1.776 -4.795 -0.5 -0.3 1.1
C 0.947 3.105 -5.076 -0.3 1.5 -0.3
C 0.418 0.960 -4.300 0.3 -0.4 -0.8
O -0.741 1.313 -4.069 0.7 0.0 0.1
H 2.878 0.322 -5.290 -0.2 -0.4 0.6
H 3.559 1.872 -4.734 -0.1 0.2 0.8
H 2.795 1.674 -6.251 0.1 0.3 -0.7
H 0.529 3.691 -4.236 0.5 -0.6 0.1
H 1.755 3.670 -5.529 0.2 0.1 0.1
H 0.139 3.116 -5.796 -0.3 -0.3 -0.4
H 0.737 -0.089 -4.234 0.0 0.1 0.3
C 0.526 2.759 6.705 -1.5 -1.0 -0.1
N -0.553 2.918 5.675 1.8 -1.0 0.1
C -1.176 4.221 5.563 -0.5 -0.4 1.7
C -0.592 1.953 4.740 -1.1 -0.4 -0.1
O 0.052 0.916 4.753 0.3 0.2 0.1
H 0.116 3.219 7.579 0.0 0.4 0.8
H 1.394 3.283 6.387 0.9 0.4 -0.2
H 0.762 1.685 6.976 -0.5 1.3 -0.8
H -0.450 5.005 5.514 0.7 0.5 -0.2
H -1.816 4.313 4.692 -0.3 -0.3 0.1
H -1.703 4.367 6.546 -0.1 0.2 -1.1
H -1.406 2.068 3.999 0.2 0.4 -0.1
C -3.683 -4.248 1.418 0.5 -0.8 -2.4
N -5.008 -3.679 1.348 0.2 0.6 -1.2
C -5.890 -3.570 2.502 0.3 -1.8 0.2
C -5.277 -2.767 0.346 -0.5 -1.3 1.1
O -6.276 -2.077 0.420 0.2 0.6 -0.7
H -2.980 -3.772 2.087 0.0 0.3 0.4
H -3.238 -4.184 0.363 -0.4 0.2 1.4
H -3.694 -5.331 1.569 -0.2 0.1 0.5
H -5.626 -4.380 3.239 -0.2 0.9 -0.7
H -5.648 -2.607 2.891 -0.6 0.8 0.9
H -6.963 -3.698 2.218 1.0 0.4 0.2
H -4.582 -2.821 -0.514 -0.1 0.3 0.2
C -3.433 -2.080 -3.729 -1.3 -1.3 0.0
N -2.005 -2.209 -3.773 0.6 -0.6 -2.3
C -1.472 -2.950 -4.965 1.0 0.2 0.7
C -1.104 -1.680 -2.948 0.3 0.2 0.7
O 0.103 -1.887 -3.011 0.2 -0.1 -0.2
H -3.880 -3.068 -3.380 0.4 1.0 -0.8
H -3.884 -1.777 -4.705 0.6 -0.5 0.5
H -3.821 -1.364 -3.040 0.4 0.7 0.8
H -1.872 -2.552 -5.912 0.2 0.2 0.5
H -0.333 -2.872 -4.926 -1.7 -0.1 -0.2
H -1.767 -4.004 -4.924 0.1 0.1 0.2
H -1.488 -1.034 -2.151 -0.5 0.0 -0.1
C -3.656 3.491 -3.493 -0.2 -0.5 -0.3
N -4.102 2.111 -3.044 0.5 2.6 -0.7
C -5.511 1.857 -3.180 -1.1 -2.0 0.8
C -3.278 1.429 -2.225 -1.0 0.2 -0.5
O -3.585 0.430 -1.603 -0.2 -0.9 0.5
H -4.009 3.700 -4.524 -0.2 -0.3 0.6
H -2.566 3.530 -3.600 -0.2 -0.2 0.4
H -4.013 4.311 -2.824 0.2 -0.8 -0.3
H -5.719 0.823 -2.797 0.3 0.8 -0.3
H -6.167 2.485 -2.555 0.5 0.2 -0.3
H -5.888 1.841 -4.213 0.5 0.4 0.2
H -2.302 1.851 -2.165 1.0 0.5 -0.1
C -1.230 -0.835 0.703 -0.5 -0.4 -0.2
N 0.133 -0.319 0.752 -0.5 0.7 0.6
C 0.730 0.117 -0.498 0.2 -1.8 -0.3
C 0.691 -0.005 1.947 0.9 -0.1 -0.3
O 1.792 0.526 2.086 -0.5 -0.2 0.0
H -1.792 -0.478 -0.188 0.7 -0.2 0.4
H -1.880 -0.542 1.544 0.8 0.1 0.0
H -1.193 -1.934 0.710 -0.2 0.1 -0.3
H 0.151 0.889 -0.945 -0.3 1.0 -0.3
H 1.766 0.356 -0.368 0.4 0.6 0.4
H 0.741 -0.719 -1.220 -0.3 0.2 0.3
H 0.108 -0.320 2.820 -0.2 0.0 0.0
C 0.180 3.739 1.283 -0.2 -0.1 -0.1
N 0.752 4.700 2.198 -0.7 0.4 -0.3
C 0.770 6.054 1.658 0.9 -0.5 -0.1
C 1.590 4.392 3.220 -0.8 -1.9 -0.4
O 2.204 5.173 3.881 1.0 1.8 1.0
H 0.911 3.557 0.512 0.2 -0.7 -0.4
H -0.696 4.152 0.780 0.0 0.2 0.2
H -0.169 2.837 1.774 0.4 -0.2 0.1
H -0.187 6.423 1.334 -0.7 -0.3 0.1
H 1.124 6.661 2.460 0.5 0.8 0.2
H 1.431 6.096 0.770 -0.1 0.1 0.5
H 1.696 3.317 3.515 -0.6 0.1 -0.8
```
Positions in Å, forces in eV/Å.



Entry from OMol25: a structure of composition C36H72NO10Rb2 (ωB97M-V with the def2-TZVPD basis set).

The expectation value of S² is 0.7505. The value obtained for the gap between HOMO and LUMO (spin up / spin down) is 2.265 / 5.971 eV. For the total energy, the calculation gives -2269.96987 a.u. The HOMO energy (spin up / spin down) comes out at -2.583 / -6.239 eV. As for the energy above the lowest of the compared OMol25 structures with the same formula, charge and spin: 108.8 kJ/mol. The largest force on an atom is 4.34 eV/A. As for the spin multiplicity: 2.

```
121
Properties=species:S:1:pos:R:3:forces:R:3
Rb 2.489 -0.644 4.228 -0.2 0.4 -0.7
Rb 3.540 3.031 0.178 -0.3 -0.1 0.3
C 2.862 -1.840 0.827 -0.2 1.4 0.3
C 1.621 -0.946 0.277 -0.9 -0.3 0.0
C 0.612 -2.071 -0.142 -0.7 0.8 -1.4
C -0.771 -1.502 -0.606 0.9 0.6 1.8
C -1.438 -0.639 0.479 1.8 0.5 0.0
C -0.464 0.465 1.153 -0.3 -0.9 -2.4
N 0.936 -0.035 1.276 1.9 -1.0 1.5
O 1.868 1.010 1.743 -0.8 -1.1 -0.6
C -1.049 0.813 2.513 0.8 0.5 0.3
C -0.484 1.719 0.268 -0.5 1.0 -0.2
C 2.111 -0.191 -1.008 -0.4 -0.7 0.1
H 3.192 -2.658 0.187 -0.8 0.1 -0.4
H 2.651 -2.280 1.801 -0.4 -0.1 0.1
H 3.818 -1.335 0.967 -0.3 0.7 0.1
H 0.527 -2.890 0.573 -0.1 0.3 0.4
H 1.052 -2.525 -1.029 0.1 -0.3 0.0
H -1.549 -2.230 -0.839 0.5 -0.4 -0.6
H -0.595 -0.798 -1.418 0.0 -0.4 -0.5
H -1.842 -1.277 1.265 -0.1 0.1 0.0
H -2.214 -0.171 -0.127 -0.5 0.5 0.9
H -1.117 -0.081 3.132 0.2 0.0 0.1
H -2.028 1.291 2.500 -0.2 -0.2 -0.5
H -0.415 1.568 2.978 0.3 -0.2 0.2
H -1.486 2.138 0.176 -0.4 0.0 0.5
H -0.235 1.655 -0.792 0.5 -0.8 0.0
H 0.148 2.506 0.680 0.1 -0.1 0.2
H 2.203 -0.921 -1.812 0.7 -0.3 0.0
H 3.046 0.344 -0.842 0.0 -0.1 0.0
H 1.388 0.477 -1.474 -0.2 0.4 0.6
C -5.501 5.715 -2.280 1.4 -0.5 0.5
C -4.939 4.796 -1.150 -1.6 -1.6 1.0
O -5.652 4.458 -0.214 0.6 0.7 -0.9
C -3.504 4.254 -1.212 -0.4 1.2 -1.0
H -4.646 5.991 -2.897 -0.2 0.3 -0.2
H -5.976 6.610 -1.880 0.1 -0.2 0.2
H -6.223 5.190 -2.906 0.1 -0.2 0.2
H -2.976 5.183 -0.999 0.8 -0.1 -0.1
H -3.260 3.960 -2.233 0.0 0.2 -0.1
H -3.159 3.460 -0.549 -0.8 0.2 0.3
C -2.309 4.768 2.161 -1.2 0.4 -0.1
C -0.839 4.722 2.318 2.0 -0.8 2.1
O -0.318 4.240 3.350 -1.1 1.3 -2.9
C -0.038 5.372 1.189 0.7 -0.6 -0.2
H -2.621 5.542 1.461 0.1 0.2 0.1
H -2.786 4.954 3.123 0.1 -0.1 0.0
H -2.755 3.866 1.743 0.3 -0.3 0.1
H 0.223 6.412 1.384 -0.4 0.1 0.2
H -0.527 5.299 0.218 -0.4 0.2 0.1
H 0.934 4.912 1.006 0.0 -0.3 0.5
C 3.130 1.219 -6.514 0.6 -0.1 -0.5
C 2.001 1.371 -5.572 -3.0 2.7 1.4
O 1.443 2.495 -5.360 2.1 -3.7 -1.0
C 1.539 0.152 -4.742 1.1 0.8 0.3
H 4.026 0.818 -6.040 0.0 0.2 0.4
H 3.370 2.174 -6.981 -0.1 -0.1 0.0
H 2.934 0.451 -7.262 -0.4 0.1 -0.2
H 0.837 0.439 -3.959 -0.3 0.1 -0.5
H 2.455 -0.059 -4.189 0.2 -0.4 0.2
H 1.276 -0.792 -5.218 -0.1 0.4 -0.4
C 2.785 -5.720 3.441 0.0 0.7 0.6
C 2.036 -4.449 3.871 -0.5 -0.9 0.5
O 2.536 -3.661 4.644 0.1 0.3 -0.3
C 0.621 -4.282 3.312 1.7 0.1 0.7
H 3.337 -6.082 4.308 -0.1 -0.1 0.0
H 3.541 -5.425 2.713 -0.1 -0.1 -0.1
H 2.126 -6.492 3.045 0.1 0.1 -0.1
H -0.109 -4.770 3.958 0.1 -0.4 -0.2
H 0.764 -4.781 2.353 -1.1 0.5 -0.4
H 0.401 -3.216 3.366 -0.2 0.0 -0.8
C 5.705 -0.273 -2.654 0.3 -0.2 0.0
C 6.093 -1.240 -1.605 -1.1 -1.8 0.6
O 6.224 -2.434 -1.813 0.0 0.4 -0.4
C 6.287 -0.742 -0.222 0.9 0.2 0.3
H 5.053 0.484 -2.219 0.1 0.2 -0.3
H 5.272 -0.798 -3.505 0.1 0.2 0.0
H 6.687 0.135 -2.892 -0.2 0.6 -0.5
H 7.037 0.047 -0.276 0.0 0.2 0.3
H 6.686 -1.584 0.343 -0.1 0.2 0.3
H 5.406 -0.316 0.259 -0.1 0.0 -0.2
C 0.113 6.378 -3.182 0.7 -0.9 0.6
C 0.705 5.007 -2.702 -2.0 0.5 -0.5
O 1.746 4.907 -2.125 0.9 0.0 0.7
C -0.071 3.763 -3.170 0.0 0.0 0.3
H -0.883 6.540 -2.771 -0.3 -0.4 -0.4
H 0.148 6.283 -4.267 -0.5 0.3 -0.1
H 0.660 7.269 -2.875 0.5 -0.4 0.0
H 0.443 2.864 -2.832 0.6 0.2 -0.8
H -0.205 3.900 -4.244 0.5 -0.6 -0.1
H -1.078 3.490 -2.855 -0.4 1.2 0.6
C -4.090 -0.600 3.488 0.8 -0.5 0.9
C -5.243 0.125 2.878 0.7 -1.6 -0.8
O -5.935 -0.494 2.081 0.1 1.1 0.7
C -5.439 1.551 3.249 -2.1 0.1 -0.6
H -3.859 -0.278 4.504 -0.2 0.2 0.1
H -3.155 -0.418 2.958 -0.3 0.1 -0.3
H -4.248 -1.678 3.512 -0.2 0.1 -0.1
H -5.810 1.634 4.271 0.8 0.0 0.4
H -6.360 1.764 2.705 0.1 0.7 -0.4
H -4.658 2.261 2.977 0.1 -0.3 0.3
C 1.089 -7.052 0.101 1.5 0.2 0.0
C 1.743 -5.831 -0.592 -2.3 0.4 0.1
O 1.026 -5.290 -1.419 1.0 0.0 0.2
C 3.126 -5.291 -0.269 -1.0 -0.6 -1.2
H 1.875 -7.676 0.525 0.0 -0.4 -0.1
H 0.509 -7.575 -0.660 0.0 0.0 0.2
H 0.464 -6.796 0.957 -0.2 0.4 -0.2
H 3.268 -5.100 0.795 0.2 -0.1 -0.3
H 3.220 -4.419 -0.916 0.2 0.2 0.4
H 3.781 -6.044 -0.707 0.5 -0.1 0.6
C -4.205 -3.046 0.817 -0.1 0.2 0.9
C -4.027 -4.119 1.892 -2.5 -1.3 -0.7
O -4.977 -4.826 2.211 0.8 0.7 -0.2
C -2.719 -4.302 2.528 1.0 -0.2 0.1
H -3.801 -2.113 1.212 0.1 0.1 -0.1
H -5.273 -2.875 0.678 0.1 -0.2 -0.2
H -3.696 -3.242 -0.126 0.0 -0.3 0.1
H -2.611 -3.431 3.175 0.7 0.2 -0.1
H -1.983 -4.396 1.729 0.4 0.7 0.1
H -2.592 -5.200 3.131 -0.6 0.0 0.0
```
Positions in Å, forces in eV/Å.